127
Properties=species:S:1:pos:R:3:forces:R:3:mulliken_charge:R:1 method="wB97M-V/def2-TZVPD" fmax_ev_per_a=4.359 e_above_lowest_kcal_mol=107.5 smiles=COC[C@H](C)N.COC[C@H](C)N.COC[C@H](C)N.COC[C@H](C)N.COC[C@H](C)N.COCCNCCOC.CCO.CCO energy_ha=-2197.51972
H -13.331510 -6.899050 -5.912450 0.159 0.080 0.090 0.343
H -4.241320 -6.586120 6.711470 0.389 0.926 0.366 0.237
H -17.028940 -8.389400 2.046760 0.683 -0.104 -0.021 0.269
C -15.452190 -14.010260 2.563680 -4.355 -0.012 0.183 -0.853
C -13.791050 -6.304530 3.983880 -0.396 -0.846 0.328 0.297
O -0.365050 -7.628250 5.736540 -0.794 0.536 1.833 -0.342
C 2.728370 -1.753200 -0.668750 0.177 -0.141 2.613 -0.623
H -13.213820 -15.096360 3.459160 -1.037 0.677 1.143 0.429
H -9.288800 -10.975850 1.401210 -0.333 0.347 0.541 0.207
C -13.612610 -6.391830 -4.989520 -0.114 1.256 0.906 -1.461
N -3.355090 -7.038830 6.883970 0.177 -3.494 -1.787 -0.736
H 2.653950 0.779320 1.763210 0.673 -0.146 0.056 0.354
O -8.063670 -12.464990 0.928590 -2.292 -0.499 -0.706 -0.328
H -3.800540 -7.097080 -5.258630 -0.156 -0.173 -0.014 0.288
H -6.877940 5.320980 2.789380 0.429 -0.463 -0.384 0.191
H -5.845920 3.105540 3.278080 0.383 -0.650 -0.333 0.272
C -6.284880 -4.231160 0.603450 1.692 0.246 -1.041 -0.166
C -17.131780 -7.838480 2.981640 0.445 0.644 -0.205 -0.754
C -12.031320 -13.353900 2.889910 0.789 -1.118 -0.087 -0.743
H -2.971380 -8.474080 -4.499740 -0.087 -0.044 0.005 0.296
H -2.795210 -6.201970 9.190870 -0.792 -0.574 -0.639 0.382
C -13.936650 -4.748930 3.904910 0.008 -1.175 0.665 -1.349
H -15.652380 -15.062060 2.767960 1.150 -0.435 0.056 0.364
C -3.352530 -8.074180 -5.439360 -0.004 -0.528 -0.268 -0.915
H -6.102930 -12.639970 0.926010 0.211 0.231 0.210 0.237
H -17.235960 -8.558010 3.793760 0.380 0.151 0.214 0.329
H -16.047590 -13.835560 1.667530 -0.268 0.252 -0.108 0.265
H -13.603710 -6.472190 2.098900 0.350 -0.076 -0.955 0.288
H -12.967160 -15.032660 1.871250 -0.041 0.290 -1.038 0.304
H 3.937130 -4.173850 -1.982130 -0.028 0.610 -0.407 0.280
H -6.851010 -3.320840 0.406160 0.052 0.297 0.092 0.245
C 0.022820 -6.588970 4.914980 -0.232 0.256 -1.112 -0.635
H -12.724410 -3.260470 -5.984240 -0.295 0.126 -0.816 0.347
H -10.440260 -2.499230 -5.968150 -0.567 0.185 0.450 0.290
H -8.459170 2.028490 2.395240 -0.852 -0.204 0.655 0.306
H -6.940430 -13.100700 2.421600 0.578 0.164 0.553 0.294
H 3.009250 0.794800 0.011030 -0.294 0.476 0.070 0.334
H -2.115770 -5.632740 6.207910 0.636 0.852 0.336 0.011
O -11.356240 -4.192640 -4.948440 0.771 0.070 0.720 -0.303
C -10.296170 -3.517870 -5.607970 0.544 -1.634 0.264 -0.757
C -5.689570 3.862830 -0.687830 1.342 -0.326 -0.003 -0.784
H -5.937010 -8.868410 -7.253350 0.102 -0.127 0.033 0.288
C -4.309970 -9.042590 -6.131650 -1.210 -0.169 -0.088 -0.206
H -15.922140 -13.488530 3.397370 -0.512 0.064 0.089 0.264
H -6.540650 -4.936920 -0.186850 0.157 -0.039 -0.295 0.272
H -10.266460 -13.720640 0.829710 0.233 -0.492 0.360 0.285
H -10.660590 -12.230880 0.122120 0.472 0.033 -0.393 0.363
O -6.560700 -4.775600 1.832800 -0.876 -0.790 1.876 -0.515
H -3.760630 -9.754640 -6.747540 0.231 0.150 -0.327 0.242
H -12.945030 -6.548350 -4.142210 -0.068 -1.050 -0.168 0.374
H -0.824810 -5.912530 4.805220 0.314 0.534 -0.204 0.273
C -6.886390 -12.355170 1.628270 0.110 -0.451 0.272 -0.690
H -7.164490 1.183320 3.148980 -0.385 -0.474 0.682 0.305
H -12.899500 -7.762460 2.714800 -0.186 -0.268 0.655 0.211
N -13.004340 -6.767910 2.856140 -0.504 0.988 -1.457 -0.699
H -3.158250 -7.503070 6.008850 -0.643 -0.877 -0.322 0.231
H -4.967970 -9.676640 -5.537410 0.595 0.015 1.059 0.292
H -9.207650 -12.157490 2.717720 0.438 -0.246 0.188 0.370
H -7.332170 -5.346520 1.810750 -0.098 0.110 -0.058 0.300
N -7.355450 4.488170 3.103260 -1.096 0.336 0.215 -0.721
C -15.130330 -7.131520 4.173160 0.644 1.085 0.752 -0.589
H -1.578770 -5.244660 8.780560 0.374 0.868 0.061 0.389
H -4.266970 -4.973600 0.776420 0.052 0.081 0.006 0.268
C -2.142800 -6.292130 7.075420 -1.149 0.854 -0.276 0.850
H -7.708410 3.060090 0.812150 -0.423 0.311 0.200 0.341
H 3.994330 -1.275110 2.461020 -0.306 0.270 0.041 0.256
C 2.446820 0.303200 0.804820 -0.395 0.826 0.133 -1.432
H -11.275350 -14.106370 3.114420 1.082 0.468 -0.211 0.357
H -18.110720 -7.378070 2.848280 0.170 0.639 0.383 0.266
H 2.095310 -1.632290 1.467080 -0.916 -0.518 -0.803 0.256
H -12.097460 -12.735320 3.784940 -0.661 -0.286 0.193 0.307
H -3.137730 -4.682910 8.304760 -0.228 -0.352 -0.516 0.356
H -15.183570 -5.373890 -6.220580 -0.422 0.211 -0.558 0.263
H -7.566190 4.633890 4.080230 0.057 -0.327 0.063 0.195
C -6.722690 3.077100 1.277100 0.515 -1.230 -0.765 -0.896
H -10.052700 -4.128270 -6.477590 0.325 0.081 -0.331 0.337
H -8.240220 2.241920 4.216770 0.121 -0.135 -0.226 0.380
O 3.007450 -3.112920 -0.404860 0.036 0.163 -1.243 -0.283
C -10.453360 -12.679710 1.093570 -0.974 -0.762 -2.842 -0.572
H -14.779420 -4.346740 3.342690 0.226 -0.351 -0.472 0.285
H -4.548870 -3.424840 1.592840 0.063 0.017 -0.062 0.273
N -11.675910 -12.455960 1.764260 -1.334 -0.648 2.050 -0.141
H -6.552140 3.986880 -1.342570 -0.149 0.014 0.092 0.284
C -0.796120 -7.108630 7.038550 -1.000 -1.791 0.037 -0.731
O -5.262420 -8.287920 -6.893390 0.480 0.611 -0.492 -0.531
C 2.962380 -3.982540 -1.533390 -0.276 -1.167 1.800 -0.798
C 2.790860 -1.147000 0.782390 -0.415 0.320 0.655 0.530
H -5.194640 2.902870 -0.834840 -0.430 -0.614 -0.286 0.342
H 1.369280 0.465320 0.778230 -0.116 -0.017 -0.886 0.364
H -0.878900 -8.072470 7.540790 -0.548 0.194 0.565 0.330
O -14.239160 -13.486630 2.405560 0.992 -0.025 -0.215 -0.278
H -12.481770 -12.337960 1.166960 0.257 -0.010 -0.092 0.257
C -4.744260 -3.997790 0.686390 -1.018 0.064 -0.503 -1.016
H 1.707730 -1.631960 -1.031660 -0.109 0.072 -0.227 0.367
C -12.465790 -4.295360 -5.760100 -0.768 1.820 -0.376 -0.631
C -9.250280 -12.039800 1.634930 1.743 1.302 0.018 -0.416
O -5.920580 4.039680 0.670140 -0.017 1.263 0.997 -0.309
C -2.518210 -5.579030 8.340400 3.071 1.257 2.052 -1.523
H -15.549180 -6.820760 5.130290 -0.163 -0.009 0.369 0.297
H -14.669360 -6.544130 -4.769990 0.301 -1.214 0.487 0.417
H -14.089990 -4.380550 4.919240 0.148 0.076 0.080 0.353
C -6.813940 3.157220 2.779720 -0.175 2.595 0.630 0.633
H 3.445800 -1.309690 -1.359180 0.157 0.171 0.035 0.364
H -2.498460 -7.951430 -6.105400 0.048 0.268 0.093 0.246
H -13.094630 -6.482050 4.803380 -0.656 -0.143 0.756 0.304
H -6.288540 2.109450 1.025580 0.112 -0.565 0.009 0.379
C -7.776710 2.080170 3.243590 0.989 -0.052 -1.364 -1.192
N -14.911240 -4.513150 -5.767730 0.176 0.235 -0.498 -0.758
H -12.291490 -4.869290 -6.670220 0.284 0.019 -0.355 0.254
H -4.338550 -3.470930 -0.177280 -0.030 0.013 -0.009 0.338
H -12.955890 -4.434180 3.548340 -0.277 0.458 -0.119 0.404
H 0.214270 -7.007490 3.926910 0.215 0.034 -0.001 0.263
C -13.214380 -14.339210 2.675060 3.366 1.100 -0.372 -0.564
H -14.955930 -8.205150 4.243960 0.411 -0.117 -0.165 0.438
H -4.870820 4.534710 -0.945360 -0.420 0.517 -0.182 0.275
H 0.912850 -6.083120 5.289220 0.074 0.238 0.006 0.273
H 2.129630 -3.810760 -2.215370 0.254 0.464 -0.215 0.319
H 0.002110 -6.595710 7.575060 0.131 0.540 -0.408 0.374
H -15.603850 -4.387680 -5.043410 -0.225 0.211 -0.077 0.294
N 4.067420 -1.358480 1.457120 0.963 -0.557 -1.228 -0.828
H 2.719690 -4.900860 -0.998700 -0.054 -0.526 -0.534 0.254
H 4.223510 -2.341830 1.287530 0.647 -0.300 0.144 0.288
O -16.064670 -6.841860 3.162430 -1.268 -0.967 -0.814 -0.349
H -6.760770 -11.341590 2.009030 0.379 0.074 0.209 0.282
H -13.821730 -4.506580 -4.066540 0.820 0.296 0.111 0.358
H -9.471290 -3.611470 -4.901640 0.133 0.469 -0.209 0.258
C -13.656300 -4.862050 -5.083590 -1.052 -1.162 0.364 0.373

=====

72
Properties=species:S:1:pos:R:3:forces:R:3:mulliken_spin:R:1 method="wB97M-V/def2-TZVPD" fmax_ev_per_a=1.211 e_above_lowest_kcal_mol=15.5 s_squared=1.099 spin_multiplicity=2 total_charge=+2 energy_ha=-2560.14405
O -1.667999 -2.049032 0.754118 -0.158 0.428 0.252 0.044
C -2.084247 4.188134 -0.795507 0.200 0.172 -0.245 -0.016
C 4.304131 2.688737 -1.350789 0.470 -0.181 0.022 -0.018
H 4.906659 3.603477 -1.447790 -0.019 -0.038 0.027 -0.001
H 1.010570 3.960790 -3.080574 -0.069 -0.046 -0.048 0.000
H -0.412250 -0.268499 -3.590381 0.037 -0.028 -0.025 -0.001
H -4.281300 0.068188 0.101023 0.032 -0.017 0.038 0.004
H 1.442484 -3.587515 -2.854576 -0.028 -0.011 0.051 0.000
C -2.167667 -2.740878 1.698132 0.021 -0.184 -0.144 -0.020
C -3.293541 3.911809 1.228953 -0.047 -0.081 0.093 -0.023
N -0.958151 5.552573 -2.688889 0.007 -0.050 0.076 -0.004
C -2.741907 -4.905311 2.650043 0.019 0.041 -0.113 0.000
H 0.956197 -2.843811 1.466336 0.016 0.024 0.078 0.002
H 1.189809 4.589935 -0.122819 -0.025 -0.075 0.042 0.001
C 0.788228 0.448210 3.084531 -0.050 0.077 0.241 0.016
H 1.533101 -2.516106 3.109180 0.044 -0.022 -0.049 -0.004
H -3.914442 4.282755 2.032525 0.015 0.001 -0.030 0.000
H 1.503991 -3.420114 -1.091509 -0.021 -0.023 -0.055 0.001
H 3.464191 1.275070 1.721266 0.008 -0.054 -0.024 -0.001
H 1.168579 0.272271 -4.201291 -0.049 -0.005 -0.024 -0.003
H -3.703464 -2.441277 3.168633 0.023 -0.004 -0.021 0.002
Si 0.549650 -0.236560 -0.304921 -0.757 0.392 -0.571 -0.322
C -2.682256 -2.120205 2.960484 -0.010 0.018 -0.011 0.016
C 1.714340 -2.313146 2.049520 0.037 -0.288 -0.006 -0.033
H -2.619060 -5.327133 -0.029078 0.002 -0.007 0.009 0.000
H -0.948938 -5.388688 0.570730 0.015 -0.001 0.009 -0.001
H 0.791907 -0.124248 4.017103 0.021 0.053 -0.037 0.002
H -3.172199 1.925245 2.042344 0.002 -0.014 0.040 0.006
H -3.811356 -4.749214 2.783151 -0.022 -0.005 0.000 0.000
H 0.946419 2.882850 0.301756 0.000 0.048 0.033 0.002
H -1.507131 -3.999854 -0.394660 0.005 0.034 -0.022 -0.003
C 1.053954 -3.019248 -2.003687 -0.113 -0.289 0.115 -0.040
C -2.882564 4.737165 0.199537 -0.066 0.156 0.009 0.025
C -1.789527 -4.731849 0.349587 -0.045 0.018 0.110 0.005
H 4.590909 2.016700 -2.159436 0.091 0.016 0.014 0.002
C -2.887385 2.590952 1.240354 -0.043 0.046 -0.061 0.045
H 3.801626 -1.125607 -1.401645 0.009 -0.010 -0.050 0.001
H -3.164369 5.782074 0.167224 0.024 -0.034 0.011 0.000
C -1.741600 2.847380 -0.740432 0.015 0.087 -0.023 -0.021
H -1.136553 2.390346 -1.509824 0.016 -0.016 -0.010 0.007
H -2.226219 -4.723838 3.590442 0.013 0.024 0.003 0.000
H -2.063139 -2.417326 3.808898 0.000 0.005 -0.007 0.001
H 2.372178 3.105969 -3.856934 -0.051 -0.047 -0.010 0.000
H -2.654071 -1.038453 2.870575 0.019 0.056 0.008 -0.013
H 4.531330 2.239574 -0.381959 0.099 0.019 -0.035 0.003
Si 1.451265 -1.224476 -2.241701 0.013 0.073 0.047 -0.007
H 3.705195 -1.725002 -3.055328 -0.003 0.064 0.025 0.000
C 3.294050 -0.987224 -2.358488 0.256 0.020 -0.025 -0.006
H -3.690081 0.497280 -1.524930 -0.108 0.102 0.043 0.019
C 1.703615 3.637686 0.054701 -0.165 0.283 0.337 -0.042
H 4.034199 -0.246728 2.407208 0.024 0.095 -0.040 -0.001
C 0.623154 -0.569611 -3.769390 -0.180 0.084 -0.219 -0.001
H -0.027318 -3.173726 -1.954178 0.060 -0.007 -0.028 0.003
H 1.086212 2.185567 -3.054198 -0.026 0.050 -0.040 -0.002
C -1.506215 4.980888 -1.856703 -0.109 -0.170 0.110 0.001
I -4.151862 -2.083767 -1.461710 -0.010 -0.054 -0.018 0.015
Si 1.702035 -0.473152 1.734453 -0.287 0.036 -0.017 0.012
N -2.215176 -4.051542 1.576993 -0.020 -0.088 0.019 0.012
H -0.253271 0.644276 2.820944 -0.045 0.006 0.058 -0.011
H 1.267200 1.408891 3.294382 -0.073 -0.015 -0.026 -0.001
H 3.551808 -0.000927 -2.754647 0.016 -0.025 0.036 0.002
C 1.686649 3.103985 -3.007704 -0.178 0.092 -0.469 -0.012
H 3.920234 -0.080146 0.657390 -0.001 -0.003 0.059 0.002
Re -1.712465 -0.005230 0.279136 0.242 -0.964 0.691 1.471
H 0.605175 -1.358819 -4.526912 0.003 0.060 -0.004 -0.001
N -2.123455 2.056130 0.268354 -0.012 0.290 -0.049 -0.046
H 2.688104 -2.737959 1.790325 -0.063 -0.022 0.011 -0.004
Si 2.567605 3.125717 -1.445683 -0.054 -0.091 0.120 0.033
C 3.435705 0.187858 1.599304 0.311 0.062 0.025 -0.018
H -2.578234 -5.939722 2.365404 0.005 -0.008 -0.001 0.000
C -3.561209 -0.191408 -0.692900 0.778 -0.035 -0.326 -0.075
H 2.388154 3.748879 0.896158 -0.063 -0.021 0.020 -0.005

=====

24
Properties=species:S:1:pos:R:3:forces:R:3:mulliken_charge:R:1 method="wB97M-V/def2-TZVPD" fmax_ev_per_a=2.283 e_above_lowest_kcal_mol=73.5 total_charge=+1 energy_ha=-449.16472
H 2.015722 0.314065 -1.294423 0.046 0.354 0.036 0.383
H 2.464903 -2.554776 -0.177143 -0.088 0.092 -0.256 0.304
N -0.998500 0.429639 -1.610983 -0.178 0.068 -0.264 -0.538
C 0.111025 -0.147096 -2.368879 1.571 -1.553 0.576 0.295
H -0.961206 1.422614 -1.791822 0.214 0.528 0.274 0.291
H 0.887175 1.617726 -3.307175 -0.325 0.340 -0.036 0.409
O 0.931154 -1.079584 -0.221441 0.620 -0.173 -0.695 -0.298
H 0.498867 3.573810 4.650012 0.105 0.298 -0.009 0.329
O -4.155830 -0.780878 3.843758 0.391 0.228 -0.300 -0.641
H -0.127562 -1.149285 -2.724977 -0.922 0.011 0.070 0.234
C 0.487384 0.646128 -3.597456 0.856 0.106 0.391 -1.496
H -4.233237 -1.734424 3.875275 -0.039 -0.297 -0.021 0.329
H -4.702245 -0.471735 4.566319 -0.169 0.153 0.193 0.322
C 1.356000 -0.531075 -1.490906 -0.764 0.653 0.542 -0.810
H 2.783022 -1.070413 0.770060 0.229 0.214 -0.349 0.330
Li -1.471960 0.680930 1.866469 0.155 -0.184 -0.308 0.944
H 1.625655 -2.205496 1.335670 -0.214 -0.154 -0.129 0.260
H 1.955329 -1.263718 -2.031410 -0.068 -0.159 -0.108 0.354
H -1.788819 0.187353 -2.191323 -0.675 -0.255 0.285 0.308
H -0.353827 0.740018 -4.284222 0.168 0.059 -0.037 0.372
H -0.039022 2.331176 5.327067 -0.026 -0.083 0.307 0.333
C 2.015892 -1.761139 0.420044 -0.487 0.260 0.633 -0.757
H 1.343846 0.168587 -4.073416 -0.198 -0.178 -0.382 0.399
O 0.356231 2.637574 4.510902 -0.204 -0.330 -0.413 -0.654